[1]
C28H36CoF6N5OSSb | ωB97M-V with the def2-TZVPD basis set

Each line ends with the Mulliken spin population.
Positions of all 79 atoms, in Å:
Co1 0.581 -1.441 0.026  2.8554
C1 3.483 4.852 1.378  0.0005
C2 2.739 4.552 0.068  0.0001
C3 1.613 5.570 -0.106  0.0002
C4 3.711 4.669 -1.118  0.0007
C5 2.220 3.124 0.110  0.0007
C6 3.091 2.059 0.338  -0.0036
C7 2.618 0.767 0.336  0.0042
N1 1.329 0.474 0.122  0.0538
C8 0.465 1.481 -0.065  0.0240
C9 0.877 2.800 -0.086  -0.0044
C10 -0.952 1.069 -0.253  -0.0018
C11 -1.992 1.978 -0.256  -0.0056
C12 -3.309 1.569 -0.468  0.0050
C13 -3.503 0.207 -0.682  0.0050
C14 -2.422 -0.649 -0.643  -0.0039
N2 -1.167 -0.254 -0.417  0.0267
C15 -4.438 2.586 -0.501  0.0000
C16 -4.271 3.423 -1.781  0.0006
C17 -4.350 3.501 0.729  0.0003
C18 -5.809 1.909 -0.519  0.0004
H1 3.817 5.889 1.375  0.0000
H2 4.366 4.224 1.501  -0.0001
H3 2.835 4.709 2.245  0.0001
H4 2.038 6.573 -0.116  0.0000
H5 0.895 5.527 0.716  -0.0001
H6 1.081 5.436 -1.051  -0.0001
H7 4.105 5.684 -1.164  0.0000
H8 3.208 4.456 -2.063  0.0001
H9 4.555 3.986 -1.018  0.0001
H10 4.147 2.223 0.500  0.0003
H11 3.285 -0.069 0.500  0.0001
H12 0.158 3.582 -0.269  -0.0004
H13 -1.780 3.023 -0.087  -0.0002
H14 -4.484 -0.200 -0.876  0.0003
H15 -2.575 -1.705 -0.817  0.0101
H16 -3.313 3.945 -1.796  -0.0001
H17 -5.062 4.172 -1.832  0.0001
H18 -4.336 2.799 -2.673  -0.0001
H19 -3.456 4.126 0.718  0.0000
H20 -4.359 2.926 1.657  0.0001
H21 -5.210 4.171 0.741  0.0000
H22 -5.967 1.325 -1.427  -0.0001
H23 -6.586 2.673 -0.492  0.0000
H24 -5.953 1.261 0.348  -0.0001
N3 2.323 -2.214 3.686  0.0099
C19 1.890 -2.666 2.521  0.0518
O1 1.031 -2.000 1.892  -0.0140
C20 2.489 -3.960 2.022  0.0529
C21 1.584 -4.797 1.196  0.8172
H25 2.001 -1.321 4.027  -0.0002
H26 3.008 -2.717 4.224  0.0041
H27 2.827 -4.527 2.898  0.0573
H28 3.387 -3.685 1.465  0.0051
H29 0.709 -5.243 1.651  -0.0109
H30 1.917 -5.153 0.233  0.0100
F1 2.312 -2.164 -0.846  0.0094
Sb1 4.273 -2.431 -1.373  0.0049
F2 3.492 -2.809 -3.057  0.0014
F3 3.936 -4.212 -0.879  0.0026
F4 6.034 -2.687 -1.861  -0.0001
F5 4.581 -2.009 0.437  -0.0007
F6 4.204 -0.611 -1.797  0.0006
N4 0.821 -3.380 -2.848  0.2065
C22 -0.101 -3.805 -2.041  0.0308
N5 -0.364 -3.209 -0.843  0.2204
C23 -1.312 -3.885 -0.189  0.1553
C24 -1.797 -3.563 1.111  0.0249
C25 -2.770 -4.346 1.649  0.0377
C26 -3.297 -5.459 0.937  0.2246
C27 -2.844 -5.802 -0.330  -0.0285
C28 -1.857 -5.019 -0.887  0.1800
S1 -1.088 -5.196 -2.420  -0.0009
H31 1.500 -2.684 -2.534  -0.0113
H32 1.044 -3.862 -3.710  -0.0104
H33 -1.378 -2.723 1.650  -0.0026
H34 -3.155 -4.131 2.637  0.0011
H35 -4.072 -6.056 1.399  0.0002
H36 -3.253 -6.656 -0.853  0.0026

* charge: +2
* <S²>: 8.789
* orbital gap (spin up / spin down): 8.02 / 4.96 eV
* multiplicity: 6
* E_tot: -4057.670022 a.u.
* M: 785.4 g/mol
* ΔE to the lowest compared entry with this formula, charge and spin: 0.0 kcal/mol
* HOMO energy (spin up / spin down): -13.84 / -14.39 eV

---

[2]
C5H13NO | ωB97M-V with the def2-TZVPD basis set

Each line ends with the Mulliken charge.
Positions of all 20 atoms, in Å:
C1 2.773 -0.228 1.084  -0.8293
C2 1.537 -0.161 0.601  0.0140
C3 1.155 -0.528 -0.787  -0.6524
C4 -0.138 0.158 -1.269  -0.5707
N1 -1.301 -0.402 -0.617  -0.2840
C5 -2.579 -0.318 -1.315  -0.9697
H1 3.643 -0.279 0.439  0.2966
H2 2.912 -0.300 2.158  0.2451
H3 0.751 -0.063 1.337  0.2222
H4 0.965 -1.581 -0.933  0.2569
H5 1.907 -0.265 -1.527  0.3762
H6 -0.295 -0.016 -2.330  0.5112
H7 -0.001 1.221 -1.034  0.2698
H8 -1.475 -0.156 0.347  0.2277
H9 -3.296 0.188 -0.676  0.3295
H10 -2.500 0.386 -2.159  0.3298
H11 -2.937 -1.264 -1.718  0.2415
O1 -0.076 1.375 2.910  -0.6678
H12 -0.391 1.362 2.001  0.3272
H13 -0.654 0.873 3.487  0.3263

* charge: 0
* orbital gap: 9.34 eV
* E_tot: -328.237745 a.u.
* M: 103.2 g/mol
* ΔE to the lowest compared entry with this formula, charge and spin: 50.9 kcal/mol
* HOMO energy: -8.64 eV

---

[3]
C3H5FO2 | ωB97M-V with the def2-TZVPD basis set

Each line ends with the Mulliken charge.
Positions of all 11 atoms, in Å:
C1 -1.706 0.913 0.049  -0.6993
C2 -1.131 -0.265 0.198  0.2731
C3 0.921 -0.572 0.550  0.1025
O1 1.696 0.529 0.653  -0.4363
O2 1.223 -1.364 -0.483  -0.4854
F1 -1.623 -1.510 0.146  -0.2365
H1 -2.745 1.010 -0.374  0.2332
H2 -1.198 1.770 0.339  0.2966
H3 0.636 -1.112 1.517  0.3236
H4 1.959 0.863 -0.137  0.3140
H5 1.446 -2.230 -0.271  0.3145

* charge: 0
* orbital gap: 9.44 eV
* E_tot: -367.529058 a.u.
* M: 92.1 g/mol
* ΔE to the lowest compared entry with this formula, charge and spin: 80.4 kcal/mol
* HOMO energy: -8.74 eV

---

[4]
C13H10Cl3N2O3SnTe4 | ωB97M-V with the def2-TZVPD basis set

Each line ends with the Mulliken charge.
Positions of all 36 atoms, in Å:
Sn1 0.678 0.872 0.153  0.4092
Cl1 6.764 -3.539 3.084  -0.1814
C1 5.266 -2.710 2.984  0.4398
C2 4.837 -2.192 1.767  -0.8399
C3 3.644 -1.496 1.707  0.8264
Cl2 3.105 -0.836 0.224  -0.1776
C4 2.839 -1.310 2.840  0.0993
O1 1.697 -0.634 2.700  -0.2487
C5 3.289 -1.868 4.034  0.5562
Cl3 2.313 -1.691 5.433  -0.2437
C6 4.490 -2.550 4.121  -0.9251
H1 5.432 -2.323 0.877  0.4645
H2 4.812 -2.952 5.071  0.4466
Te1 0.696 2.480 2.524  -0.1882
Te2 0.664 0.346 4.162  0.2747
Te3 -1.564 -0.911 3.452  -0.0508
Te4 -1.178 -1.185 0.754  0.0901
O2 -1.630 -1.339 -2.275  -0.3091
C7 -2.879 -0.994 -2.834  -0.6116
N1 -2.779 -0.166 -4.006  -0.1016
C8 -2.782 1.196 -4.064  0.1766
O3 -2.925 1.801 -5.097  -0.5815
C9 -2.552 1.893 -2.756  -0.1679
C10 -3.388 2.901 -2.289  -0.3498
C11 -3.075 3.503 -1.081  -0.8078
C12 -1.958 3.077 -0.382  -0.0924
N2 -1.143 2.139 -0.850  -0.0985
C13 -1.424 1.583 -2.020  0.1337
H3 -1.174 -1.961 -2.854  0.2231
H4 -3.404 -0.462 -2.036  0.3874
H5 -3.437 -1.898 -3.096  0.4147
H6 -2.869 -0.607 -4.913  0.2510
H7 -4.256 3.198 -2.857  0.5140
H8 -3.692 4.287 -0.678  0.4022
H9 -1.697 3.504 0.578  0.1851
H10 -0.718 0.845 -2.378  0.6808

* charge: +1
* orbital gap: 6.19 eV
* E_tot: -3503.401511 a.u.
* M: 977.7 g/mol
* ΔE to the lowest compared entry with this formula, charge and spin: 23.1 kcal/mol
* HOMO energy: -10.72 eV

---

[5]
C16H18N2O6S2 | ωB97M-V with the def2-TZVPD basis set

Each line ends with the Mulliken charge.
Positions of all 44 atoms, in Å:
C1 -3.436 -0.432 -1.091  -0.9223
N1 -3.617 0.415 0.060  0.0890
C2 -3.334 -0.164 1.348  -0.9757
S1 -3.088 1.983 -0.126  1.2424
O1 -3.514 2.430 -1.416  -0.7232
O2 -3.493 2.711 1.037  -0.7159
C3 -1.287 1.883 -0.125  0.1370
C4 -0.618 1.674 -1.316  -0.5516
C5 0.768 1.648 -1.316  -0.3250
C6 1.443 1.826 -0.124  0.0944
S2 3.226 1.967 -0.120  1.3309
O3 3.567 3.266 0.377  -0.7438
O4 3.743 1.559 -1.395  -0.6471
N2 3.668 0.880 1.082  -0.2990
C7 3.924 -0.470 0.604  -1.6220
C8 2.632 -1.074 0.124  0.5629
C9 2.393 -1.238 -1.230  -0.2136
C10 1.213 -1.808 -1.705  -1.1229
C11 0.296 -2.215 -0.768  1.0864
C12 0.520 -2.031 0.598  0.8811
C13 1.673 -1.458 1.068  -1.0346
O5 -0.556 -2.513 1.300  -0.5103
C14 -1.364 -3.169 0.346  -0.2127
O6 -0.920 -2.823 -0.949  -0.4926
C15 0.775 2.015 1.071  -0.7571
C16 -0.610 2.038 1.071  -0.6724
H1 -3.665 0.169 -1.968  0.3911
H2 -4.136 -1.267 -1.040  0.3302
H3 -2.415 -0.823 -1.175  0.2652
H4 -3.512 0.609 2.091  0.3803
H5 -4.019 -0.994 1.530  0.3439
H6 -2.301 -0.522 1.435  0.2892
H7 -1.187 1.580 -2.228  0.5253
H8 1.338 1.514 -2.221  0.5735
H9 4.426 1.270 1.621  0.3135
H10 4.325 -1.052 1.437  0.6137
H11 4.651 -0.460 -0.216  0.3513
H12 3.139 -0.912 -1.936  0.3929
H13 1.032 -1.943 -2.758  0.4728
H14 1.842 -1.323 2.123  0.4813
H15 -2.410 -2.865 0.472  0.1454
H16 -1.281 -4.263 0.482  0.2899
H17 1.346 2.164 1.973  0.4520
H18 -1.177 2.217 1.972  0.5059

* charge: 0
* orbital gap: 8.67 eV
* E_tot: -1977.785850 a.u.
* M: 398.5 g/mol
* HOMO energy: -8.67 eV

---

[6]
C4H16N2O5 | ωB97M-V with the def2-TZVPD basis set

Each line ends with the Mulliken spin population.
Positions of all 27 atoms, in Å:
C1 -0.543 0.560 -0.413  0.0180
N1 -0.735 2.001 -0.372  0.0048
C2 -1.352 2.491 -1.479  -0.0015
O1 -1.546 1.841 -2.478  0.0003
C3 0.651 0.006 0.456  0.0732
C4 1.127 -1.308 -0.378  0.1886
O2 1.811 -2.202 0.385  0.2157
N2 1.545 1.026 0.753  0.4737
H1 -0.250 0.287 -1.431  -0.0005
H2 -1.499 0.075 -0.261  0.0068
H3 -0.573 2.516 0.476  0.0011
H4 -1.605 3.556 -1.559  0.0009
H5 0.144 -0.418 1.327  0.0000
H6 0.250 -1.729 -0.860  0.0121
H7 1.863 -0.997 -1.123  0.0099
H8 1.241 -2.600 1.072  -0.0024
H9 1.733 1.598 -0.074  -0.0008
H10 2.380 0.752 1.266  -0.0023
H11 -2.903 -1.735 2.506  -0.0001
H12 -2.793 -2.466 1.178  0.0001
O3 -2.453 -1.718 1.652  0.0003
H13 -0.693 -2.314 1.925  -0.0004
H14 -0.020 -2.695 3.353  -0.0004
O4 0.013 -2.757 2.425  0.0037
H15 1.289 2.649 -3.352  0.0000
H16 1.165 1.549 -2.211  -0.0009
O5 1.750 2.031 -2.779  -0.0001

* charge: +1
* <S²>: 0.757
* orbital gap (spin up / spin down): 10.60 / 5.21 eV
* multiplicity: 2
* E_tot: -647.381865 a.u.
* M: 172.2 g/mol
* ΔE to the lowest compared entry with this formula, charge and spin: 10.8 kcal/mol
* HOMO energy (spin up / spin down): -13.52 / -13.51 eV

---

[7]
C5H6O | ωB97M-V with the def2-TZVPD basis set

Each line ends with the Mulliken charge.
Positions of all 12 atoms, in Å:
C1 0.633 0.868 1.864  -0.7077
C2 -0.223 0.401 0.999  0.1730
C3 -0.492 -0.215 -0.127  0.4250
C4 0.766 -0.733 -0.790  -1.0490
C5 -1.787 -0.413 -0.804  -0.1406
O1 -1.850 -0.871 -1.926  -0.5069
H1 1.094 1.830 1.671  0.2791
H2 0.996 0.234 2.663  0.2670
H3 1.119 -1.617 -0.249  0.2809
H4 0.563 -0.987 -1.828  0.3267
H5 1.550 0.028 -0.729  0.3203
H6 -2.704 -0.120 -0.258  0.3322

* charge: 0
* orbital gap: 10.21 eV
* E_tot: -269.272069 a.u.
* M: 82.1 g/mol
* ΔE to the lowest compared entry with this formula, charge and spin: 46.5 kcal/mol
* HOMO energy: -9.79 eV

---

[8]
C24H25FO8S | ωB97M-V with the def2-TZVPD basis set

Each line ends with the Mulliken charge.
Positions of all 59 atoms, in Å:
C1 -3.623 4.131 -4.826  -1.1868
C2 -2.854 4.270 -3.490  -0.6420
C3 -2.378 2.893 -2.998  0.3132
F1 -2.593 2.818 -1.624  -0.3921
C4 -0.932 2.508 -3.412  0.6081
O1 -0.521 3.421 -4.484  -0.3566
S1 0.904 4.098 -4.152  1.1745
O2 1.992 3.377 -4.709  -0.5744
O3 1.012 5.459 -4.510  -0.6202
O4 0.752 3.974 -2.536  -0.5876
C5 0.224 2.636 -2.415  0.0207
C6 0.181 1.994 -1.034  -0.9967
C7 0.065 0.460 -1.049  -0.3773
C8 -1.334 -0.089 -1.336  0.2380
O5 -1.159 -1.503 -1.691  -0.3416
C9 -2.077 -1.823 -2.660  0.5938
C10 -1.742 -1.597 -4.130  -0.5116
O6 -3.115 -2.271 -2.370  -0.5074
H1 -4.210 5.030 -5.034  0.3826
H2 -4.367 3.333 -4.682  0.3496
H3 -2.982 3.839 -5.662  0.2781
H4 -2.073 5.032 -3.521  0.2837
H5 -3.602 4.602 -2.758  0.3657
H6 -3.043 2.144 -3.452  0.3217
H7 -0.950 1.551 -3.937  -0.2136
H8 1.016 2.042 -2.917  0.5691
H9 1.144 2.231 -0.561  0.4004
H10 -0.580 2.430 -0.378  0.3563
H11 0.324 0.125 -0.022  0.0364
H12 0.835 0.015 -1.691  0.3773
H13 -1.843 0.381 -2.186  -0.2978
H14 -1.979 -0.060 -0.453  0.3140
H15 -1.606 -0.521 -4.299  0.0275
H16 -0.846 -2.140 -4.446  0.2867
H17 -2.577 -1.902 -4.761  0.3262
C11 4.700 -3.235 1.984  -0.5465
C12 5.049 -4.080 3.033  -0.4585
C13 4.227 -4.187 4.142  -0.6017
C14 3.057 -3.442 4.213  0.3718
C15 2.718 -2.577 3.170  0.1597
C16 3.538 -2.485 2.052  -0.5508
C17 1.494 -1.735 3.250  0.5480
O7 1.197 -0.985 2.341  -0.6721
C18 0.647 -1.825 4.469  0.1844
C19 -0.470 -1.006 4.586  -0.5561
C20 -1.274 -1.089 5.710  -0.5061
C21 -0.972 -1.998 6.719  -0.4797
C22 0.142 -2.813 6.610  -0.5848
C23 0.960 -2.724 5.490  0.2943
C24 2.173 -3.580 5.402  0.5038
O8 2.439 -4.372 6.283  -0.6717
H18 5.340 -3.160 1.113  0.4033
H19 5.964 -4.656 2.983  0.3944
H20 4.497 -4.848 4.955  0.4697
H21 3.270 -1.825 1.238  0.5252
H22 -0.709 -0.300 3.801  0.4845
H23 -2.141 -0.446 5.802  0.4045
H24 -1.606 -2.067 7.594  0.3953
H25 0.379 -3.516 7.397  0.4711

* charge: 0
* orbital gap: 8.85 eV
* E_tot: -2029.482453 a.u.
* M: 492.5 g/mol
* HOMO energy: -9.97 eV